A 12-piece molecular cluster, C36H87FO32P6 overall, computed with wB97M-V/def2-TZVPD.

Output
HOMO-LUMO gap   9.0 eV
Spin multiplicity   1
Maximum force   4.0 eV Å⁻¹
SMILES   O=C1OC[C@@H](F)O1.COP(=O)(OC)OC.COP(=O)(OC)OC.COP(=O)(OC)OC.COP(=O)(OC)OC.COP(=O)(OC)OC.COP(=O)(OC)OC.CC(C)=O.CC(C)=O.CC(C)=O.CC(C)=O.CC(C)=O

Each line ends with the Mulliken charge.
Geometry (Å):
O (-2.6840, -0.7952, 0.8006)  -0.30
C (-1.7268, -0.2529, 0.2809)  -0.50
O (-1.2180, 0.8178, 0.8282)  0.66
C (-0.1243, 1.3322, 0.0728)  0.50
C (0.2109, 0.2322, -0.8635)  1.46
F (1.2885, -0.2975, -0.3023)  -0.06
O (-0.9104, -0.6684, -0.7143)  0.69
H (-0.5420, 2.1634, -0.4954)  -0.79
H (0.7182, 1.6682, 0.6772)  -1.12
H (0.3759, 0.6439, -1.8592)  -0.46
C (0.9596, 2.6142, -5.2634)  -0.17
O (0.6792, 1.4230, -5.9829)  -0.45
P (0.8426, 0.0260, -5.1744)  0.67
O (-0.1399, -0.1452, -4.0843)  0.22
O (2.3985, 0.1781, -4.6649)  -0.47
C (3.1116, -0.9057, -4.1021)  -0.46
O (0.8878, -1.0359, -6.3448)  -0.35
C (-0.3185, -1.4507, -6.8693)  -0.64
H (0.2303, 3.3793, -5.5298)  0.37
H (2.0140, 2.8861, -5.3112)  0.27
H (0.6449, 2.4166, -4.2387)  -0.32
H (3.9948, -1.0885, -4.7142)  0.42
H (2.5874, -1.8595, -4.0428)  0.02
H (3.5690, -0.6446, -3.1478)  0.28
H (-1.2179, -1.1194, -6.3504)  0.23
H (-0.3940, -2.5307, -6.7427)  0.18
H (-0.5293, -1.3038, -7.9286)  0.35
C (3.0907, 2.2210, 2.3199)  -0.24
O (4.2476, 1.9646, 1.6301)  0.60
P (5.5456, 2.9249, 1.8117)  0.39
O (5.2639, 4.3250, 1.6149)  -0.69
O (6.1539, 2.4956, 3.3363)  -0.39
C (7.4311, 3.0334, 3.7470)  -0.76
O (6.6437, 2.3183, 0.7781)  -0.34
C (7.0260, 0.9330, 0.7968)  -0.62
H (3.0112, 3.2002, 2.7922)  0.46
H (2.8755, 1.4507, 3.0604)  0.27
H (2.3352, 2.0744, 1.5480)  -0.21
H (7.8006, 3.8277, 3.0984)  0.33
H (8.1807, 2.2523, 3.8743)  0.27
H (7.3523, 3.5168, 4.7207)  0.28
H (8.0857, 0.9828, 0.5463)  0.33
H (6.5112, 0.3296, 0.0491)  0.17
H (6.8631, 0.4307, 1.7504)  0.32
C (-1.3203, -5.2586, -5.2411)  -0.66
O (0.0881, -5.1227, -5.0722)  -0.29
P (0.7532, -5.3512, -3.5859)  0.75
O (0.8287, -6.7426, -3.0821)  -0.74
O (2.1934, -4.5834, -3.6830)  -0.40
C (3.0675, -4.4510, -2.5090)  -0.61
O (-0.1339, -4.3461, -2.6075)  -0.06
C (0.0426, -2.9390, -2.7121)  -0.43
H (-1.5226, -5.2167, -6.3114)  0.25
H (-1.8591, -4.4519, -4.7441)  0.22
H (-1.7201, -6.1717, -4.8001)  0.35
H (2.5573, -4.7177, -1.5835)  0.28
H (3.5501, -3.4822, -2.3792)  0.21
H (3.8682, -5.1583, -2.7255)  0.40
H (0.7395, -2.4229, -2.0517)  -0.07
H (-0.9026, -2.4030, -2.6259)  0.27
H (0.5328, -2.7083, -3.6579)  0.30
C (-0.0857, -1.3159, 7.8973)  -0.70
O (0.0746, -1.6231, 6.5278)  -0.29
P (-1.2179, -1.8996, 5.5054)  0.71
O (-2.4601, -1.1803, 5.8744)  -0.73
O (-0.6926, -1.5898, 3.9873)  0.24
C (-0.4279, -0.2539, 3.6186)  -0.28
O (-1.2968, -3.5388, 5.5373)  -0.16
C (-2.0278, -4.1800, 6.5925)  -0.89
H (-1.1166, -1.3900, 8.2433)  0.30
H (0.2876, -0.3137, 8.1079)  0.28
H (0.5566, -1.9306, 8.5281)  0.27
H (0.4262, -0.2471, 2.9414)  -0.16
H (-0.1611, 0.5225, 4.3357)  0.48
H (-1.3263, 0.0951, 3.1094)  -0.04
H (-1.3510, -4.7607, 7.2193)  0.30
H (-2.7876, -4.8807, 6.2462)  0.33
H (-2.5406, -3.5112, 7.2836)  0.37
C (3.2474, 3.8612, -1.5577)  -0.06
O (2.5421, 5.0770, -1.6565)  -0.29
P (0.9779, 5.0152, -2.1968)  -0.31
O (0.2690, 3.7927, -1.8389)  0.79
O (0.2741, 6.3802, -1.6340)  -0.30
C (-1.0903, 6.6050, -1.7413)  -0.64
O (1.0823, 5.3234, -3.8044)  -0.17
C (1.7591, 6.4808, -4.3181)  -0.85
H (2.6103, 2.9864, -1.6878)  -0.03
H (3.6475, 3.7378, -0.5513)  -0.15
H (4.0745, 3.8659, -2.2676)  0.36
H (-1.6288, 5.9459, -2.4222)  0.21
H (-1.4045, 7.5290, -2.2266)  0.38
H (-1.7163, 6.5960, -0.8490)  0.18
H (2.5229, 6.2364, -5.0564)  0.29
H (2.2005, 7.0472, -3.4981)  0.34
H (1.0996, 7.2028, -4.7998)  0.29
C (0.8541, -3.2956, 1.2069)  -1.16
O (2.0272, -3.4568, 0.4320)  0.38
P (3.4421, -3.7417, 1.1818)  0.56
O (3.3336, -4.0701, 2.6131)  -0.80
O (4.2150, -4.8408, 0.2620)  -0.35
C (4.8867, -5.9975, 0.7363)  -0.78
O (4.3611, -2.3892, 0.9746)  -0.38
C (3.9267, -1.1560, 1.4271)  0.41
H (0.0703, -4.0026, 0.9352)  0.36
H (0.4494, -2.2837, 1.1858)  0.10
H (0.9976, -3.4379, 2.2780)  0.68
H (4.5774, -6.1355, 1.7723)  0.33
H (5.9693, -5.9099, 0.6443)  0.27
H (4.5632, -6.9183, 0.2510)  0.28
H (4.5620, -0.7786, 2.2283)  0.35
H (2.8809, -1.1022, 1.7296)  -0.33
H (4.1002, -0.5235, 0.5564)  -0.02
C (-3.9642, -3.1557, -1.3101)  0.21
C (-5.4039, -2.9377, -0.8658)  0.26
C (-5.6578, -1.5991, -0.1760)  -0.35
O (-6.2741, -3.8086, -0.9745)  -0.63
H (-3.3942, -3.7572, -0.6020)  -0.10
H (-3.4400, -2.2053, -1.4105)  -0.32
H (-4.0278, -3.6737, -2.2670)  0.40
H (-5.1553, -1.5304, 0.7889)  0.01
H (-6.7221, -1.4807, 0.0272)  0.48
H (-5.4699, -0.7444, -0.8258)  -0.02
C (-2.6975, 1.7133, -3.0368)  0.48
C (-4.1140, 2.0967, -3.0347)  0.06
C (-4.9654, 1.8343, -1.8115)  -0.35
O (-4.6270, 2.5015, -4.0717)  -0.64
H (-2.1158, 2.3092, -3.7401)  0.22
H (-2.5714, 0.6341, -3.1241)  0.21
H (-2.3139, 1.9635, -2.0477)  -0.61
H (-5.0622, 2.8130, -1.3416)  0.29
H (-4.2901, 1.2352, -1.2007)  -0.13
H (-5.9060, 1.3168, -2.0003)  0.45
C (-4.1730, -2.9073, 3.5921)  -0.56
C (-3.8972, -4.0147, 2.5403)  0.31
C (-2.4632, -4.1087, 2.0577)  -0.19
O (-4.7717, -4.7374, 2.0768)  -0.63
H (-3.3761, -2.1704, 3.4916)  -0.36
H (-4.0317, -3.3921, 4.5581)  0.34
H (-5.1830, -2.5108, 3.4889)  0.36
H (-2.3602, -4.8410, 1.2569)  0.55
H (-1.7691, -4.2552, 2.8852)  0.59
H (-2.1311, -3.2106, 1.5370)  -0.48
C (-4.0645, 1.9363, 2.7008)  -0.16
C (-5.5559, 1.5796, 2.5005)  0.52
C (-6.3479, 2.4074, 1.4880)  -0.70
O (-6.1244, 0.6903, 3.1067)  -0.59
H (-3.8891, 2.8813, 3.2149)  0.65
H (-3.5568, 1.8249, 1.7427)  -0.37
H (-3.7055, 1.1055, 3.3081)  0.07
H (-5.5675, 2.8418, 0.8631)  -0.06
H (-6.9896, 3.1785, 1.9142)  0.39
H (-6.9708, 1.7796, 0.8508)  0.25
C (0.0733, 6.1349, 2.2496)  -1.37
C (-0.5542, 4.7524, 2.0046)  0.76
C (-1.8676, 4.5664, 1.2947)  -0.24
O (0.0540, 3.6867, 2.1974)  -0.44
H (-0.2131, 6.8741, 1.5015)  0.31
H (1.1549, 6.0034, 2.2807)  0.29
H (-0.2585, 6.5293, 3.2100)  0.41
H (-2.6324, 4.1162, 1.9275)  -0.18
H (-1.8322, 4.1144, 0.3034)  0.03
H (-2.2494, 5.5384, 0.9824)  0.40

Atomic forces in eV per Å
1.1645 0.1422 -1.9006
-0.4348 -1.1396 1.9662
0.4713 1.7314 1.0323
-1.7684 1.7341 -0.5499
-1.6046 1.1269 0.9557
2.0061 -2.0938 -0.2767
0.1288 -0.2209 -1.3152
0.3774 0.2973 0.1955
-0.4535 -0.2263 0.0796
-0.0653 -1.1214 -0.3849
-1.0898 -0.0804 1.2602
0.3625 -1.6451 -0.0956
1.3770 2.0870 0.2765
0.5423 -0.2759 -0.5941
-2.0364 -0.2375 -0.7575
1.3427 -0.6339 -0.0734
1.1541 1.1324 0.8185
-2.7812 -2.2633 -0.5154
0.5312 0.1411 -0.7037
-0.2270 0.1413 -0.1951
0.5264 0.2065 0.4783
-0.1131 -0.0475 -0.4116
-0.3691 0.2163 0.0942
-0.6521 0.2161 0.3223
0.2554 0.6242 0.3189
0.2948 -0.2205 0.0030
0.9029 0.6782 -0.0782
-2.4605 -0.2886 0.3451
3.9972 0.3518 -0.3027
1.3016 -2.7897 1.3306
0.0272 1.0476 -0.1100
-0.7349 0.5426 -2.1770
-0.0187 0.5168 0.2755
-1.7403 0.4018 0.9711
0.5232 -0.0421 -0.1274
0.1141 0.0532 -0.2705
0.3514 -0.0464 0.2632
-0.4230 0.5688 0.3747
-0.0545 -0.2445 -0.3742
-0.1900 -0.1987 -0.4079
-0.5012 -0.1531 0.0816
-0.0393 -0.4310 0.1454
-0.1922 0.3922 -0.1861
0.1005 0.3552 0.2005
-0.5745 0.0931 0.3033
1.5756 -0.0432 1.5872
-0.0073 0.8153 0.8767
-0.3916 1.6046 -0.6399
-1.2481 0.2480 -0.2038
-0.0732 -1.4201 -0.4264
0.9635 -1.2148 -0.2563
0.3802 0.8901 -1.2433
0.1039 -0.1291 0.1260
0.1499 0.2676 -0.0372
0.2772 -0.2546 -0.1966
-0.0390 -0.0115 -0.2821
-0.6114 0.3417 -0.5404
0.0082 -0.0625 0.4171
0.0867 -0.8797 0.9976
-0.0527 -0.4056 -0.1584
-0.6053 0.0467 -0.4504
0.0210 0.5321 0.8352
-1.2499 -0.2921 -2.1509
0.4831 -0.3530 0.9133
1.2410 -0.6089 -0.1030
0.1686 -1.4971 2.9881
-0.2937 1.2224 -1.2063
-0.2463 1.6437 -0.5866
-0.0889 -0.2908 0.9386
-0.0123 0.0007 -0.1386
-0.2738 0.2723 -0.3233
-0.0976 -0.5698 -0.3578
-0.1277 -0.3032 -0.2803
-0.1965 -0.6560 0.9468
0.2402 0.1625 -0.1296
0.3415 0.0405 -0.2535
0.1510 0.1961 -0.6503
0.0410 0.4813 -0.3445
0.5828 -1.1574 0.4900
-3.0950 1.2281 -0.6751
1.3929 1.9650 -0.5765
-0.1678 -0.2880 -0.4371
2.0446 -0.9270 0.2339
-2.8501 0.0701 -1.2921
-0.2467 -0.6668 1.1401
0.2698 0.8924 0.5325
-0.1093 0.0662 -0.4263
0.1230 0.4529 0.0409
-0.1238 -0.0592 -0.0452
0.4408 -0.8712 0.0049
1.1372 0.6954 0.1155
0.8943 -0.2719 0.6428
-0.0421 -0.5017 0.2633
0.3194 -0.1491 -0.0154
-0.5829 -0.4665 -0.0006
-1.2261 0.0912 1.4738
1.8193 -0.2047 0.1519
1.0573 0.2300 0.4801
-0.2177 -0.1541 -0.6943
-1.1747 1.9850 -0.2831
-0.3182 -0.5497 1.3553
-0.6319 -3.6070 -0.7291
0.0432 1.5668 -0.4035
0.2817 0.0135 -0.5138
0.1988 0.1298 -0.7551
0.5540 -0.3509 -0.0053
0.4707 0.0088 0.2225
-0.1353 0.2803 0.0004
-0.2093 0.4073 -0.6078
-0.0496 -0.2261 0.1885
-0.0532 -0.1696 -0.0134
-0.4078 0.5811 0.2542
-0.4958 0.0774 -0.4469
-0.9334 -1.1171 0.8209
-1.4287 -0.1934 -0.2235
1.7278 1.8540 -0.0833
-0.2654 -0.1318 0.0557
-0.0354 -0.0157 -0.0852
0.3223 -0.1046 0.0063
0.4013 0.0864 -0.2656
-0.1513 -0.4268 0.1481
0.7698 -0.1150 0.0551
1.0806 0.5645 1.2076
-2.2545 -0.2558 -2.4836
1.6306 0.0300 0.0119
0.3049 0.1166 0.8766
-0.1492 -0.4720 -0.2719
0.0318 0.0053 -0.3683
0.3540 -0.0394 0.2656
-0.4679 -0.0999 0.2056
-0.5174 -0.1839 0.6496
0.1039 0.3751 -0.1311
0.5952 -1.2526 -0.9246
-0.9945 0.1836 -0.5260
0.1088 -0.0237 -0.5875
1.0386 0.9038 0.7424
-0.3684 0.2835 0.0658
-0.2046 0.1409 0.2028
0.1904 0.0356 0.0846
-0.0924 -0.6053 0.4855
0.0149 -0.2023 0.0183
-0.3335 0.6043 0.3926
-0.9498 -1.6943 0.1571
-1.1854 0.1396 0.5490
1.0312 -0.2043 -0.4439
0.9883 0.5278 -0.3334
-0.1503 0.0340 -0.2719
0.0832 0.5001 -0.0403
0.2714 0.2169 0.2688
-0.3942 0.5181 -0.2434
0.2412 -0.0306 0.2666
0.0071 -0.1775 0.2089
-0.3030 -0.8733 0.1771
1.3352 -2.4697 -1.1121
-1.0529 2.0167 -0.3287
-0.3059 2.1507 0.4770
-0.0101 -0.2225 -0.1449
-0.0790 0.0831 -0.0023
-0.0410 -0.0644 0.1304
0.2722 -0.2172 -0.1128
0.6486 -0.8412 0.3546
-0.3228 0.3718 0.4780